(1)
ORCA calculation (ωB97M-V/def2-TZVPD) on an isolated ion of composition C3H10NSi and charge +1 at a distorted geometry.

Computed properties:
E_HOMO = -13.66 eV
SMILES string = C=C[C@@H]([NH3+])[SiH3]
Maximum force = 3.63 eV/A
LUMO = -0.146 Ha
HOMO-LUMO gap = 9.69 eV
Relative energy (zero: lowest compared OMol25 entry of this formula, charge and spin) = 1.1787 eV
E_tot = -12631.6668 eV
Charge = +1

Element x y z (Å)
C  -2.04  0.91  0.08
C  -1.21  -0.01  -0.42
C  0.11  -0.36  0.38
N  0.68  -1.66  -0.04
Si  1.29  1.13  -0.15
H  -2.87  1.40  -0.44
H  -1.75  1.45  0.96
H  -1.46  -0.72  -1.20
H  0.12  -0.14  1.50
H  0.61  -1.91  -1.08
H  0.10  -2.41  0.27
H  1.61  -1.87  0.51
H  0.59  2.36  -0.04
H  2.20  1.03  1.03
H  2.02  0.79  -1.37

Here are the Mulliken charges for atoms 1 to 2, given in e: -0.7878, -0.3061


(2)
ORCA calculation (ωB97M-V/def2-TZVPD) on C3H5CuO3 as an isolated structure at a distorted geometry.

Computed properties:
E_HOMO (alpha / beta) = -1.70 / -3.67 eV
Expectation value of S² = 0.752
Maximum force = 3.34 eV/A
Multiplicity = 2
LUMO (alpha / beta) = 0.138 / 0.138 Ha
HOMO-LUMO gap (alpha / beta) = 5.46 / 7.43 eV
Relative energy (zero: lowest compared OMol25 entry of this formula, charge and spin) = 0.0000 eV
E_tot = -53971.8447 eV
Charge = -1

Element x y z (Å)
C  -0.46  -0.51  0.79
O  -1.14  -1.29  1.48
O  -1.13  0.32  -0.08
O  0.60  -1.06  0.09
C  -0.19  0.83  -1.02
C  0.93  -0.23  -1.02
H  0.17  1.82  -0.69
H  -0.69  0.93  -1.99
H  1.92  0.22  -0.87
H  0.93  -0.84  -1.93
Cu  -1.31  -0.72  3.54
H  0.37  0.54  1.69

Here are the Mulliken charges for atoms 1 to 2, given in e: -0.0456, -0.5474